[1]
The following is a quantum chemistry calculation of a 3-piece molecular cluster, C12H26BNO9 overall, from the OMol25 dataset.

Structure (XYZ):
```
49
Properties=species:S:1:pos:R:3
O 3.6772 1.1296 1.6538
N 2.8402 1.9168 1.7098
O 3.1545 3.1240 0.9150
B 3.2668 2.9495 -0.4340
C 3.4064 4.1747 -1.3964
O 3.3524 5.4904 -0.8689
C 2.1551 5.8401 -0.2263
O 1.0212 5.5101 -0.9800
C 0.1729 4.4858 -0.4781
C -0.0752 3.4179 -1.5466
O -1.4491 3.1140 -1.7212
H 3.2338 1.8361 -0.8751
H 4.3771 4.0956 -1.8963
H 2.6738 4.0525 -2.2052
H 2.2053 6.9227 -0.1268
H 2.0917 5.3698 0.7603
H -0.7926 4.9183 -0.2053
H 0.6149 4.0531 0.4241
H 0.4865 2.5033 -1.3259
H 0.2795 3.8054 -2.5000
H -1.7560 2.5776 -0.9806
O -0.4304 -2.2168 0.6202
C 0.7430 -2.4400 0.4934
O 1.1899 -3.6864 0.7451
C 2.5477 -4.0882 0.5107
C 3.4515 -3.7507 1.6767
C 1.7248 -1.3523 0.1296
H 2.9142 -3.6663 -0.4253
H 2.4836 -5.1663 0.3754
H 3.5307 -2.6742 1.8277
H 4.4531 -4.1418 1.4941
H 3.0670 -4.1983 2.5926
H 2.0943 -0.9097 1.0546
H 1.1799 -0.5941 -0.4262
H 2.5788 -1.6844 -0.4540
O -7.4392 -2.2315 0.0855
C -6.2675 -2.4522 -0.0515
O -5.8154 -3.7019 0.1857
C -4.4633 -4.1017 -0.0825
C -3.5239 -3.7610 1.0522
C -5.2861 -1.3630 -0.4166
H -4.1229 -3.6797 -1.0288
H -4.5298 -5.1800 -0.2175
H -3.4422 -2.6849 1.1992
H -2.5221 -4.1333 0.8379
H -3.8759 -4.2101 1.9811
H -4.9139 -0.9214 0.5087
H -5.8295 -0.5995 -0.9656
H -4.4323 -1.6975 -0.9985
```

Energy above the lowest of the compared OMol25 structures with the same formula, charge and spin ... 500.5 kJ/mol
SMILES ... O=NOBCOCOCCO.CCOC(C)=O.CCOC(C)=O
Kohn-Sham gap ... 8.89 eV
Total energy ... -1229.4942 a.u.
Highest occupied orbital energy ... -9.953 eV

Mulliken population analysis, charges in e, atoms 1 to 8:
1. O -0.23
2. N 0.27
3. O -0.21
4. B 0.35
5. C -0.36
6. O -0.44
7. C -0.25
8. O -0.42

[2]
The following is a quantum chemistry calculation of C34H39BrCaN4O2P2 as an isolated structure at a distorted geometry, from the OMol25 dataset.

Structure (XYZ):
```
83
Properties=species:S:1:pos:R:3
Ca -0.5624 -2.6929 3.9774
C -0.8668 2.8161 3.2749
C -1.3799 2.0276 2.3202
C -0.7042 1.5509 1.0509
C 0.4329 0.4920 1.1336
C 1.7775 1.0132 1.5543
C 2.0893 2.2070 2.0804
C 1.3004 3.4955 1.9990
C 0.2959 3.7624 3.1550
C 1.5776 -2.3308 4.4809
H -1.3380 2.8190 4.2672
H -2.3228 1.5000 2.5501
H -0.3917 2.3802 0.3961
H -1.5309 1.0546 0.5260
H 0.1474 -0.3336 1.8188
H 0.5279 0.0227 0.1307
H 2.5866 0.2755 1.4886
H 3.0110 2.2724 2.6953
H 0.8041 3.6468 1.0323
H 2.0697 4.2868 2.0662
H 0.8602 3.7965 4.1182
H -0.1435 4.7675 2.9908
H 1.5951 -1.7848 5.4356
H 1.7154 -1.6227 3.6307
H 2.3832 -3.0695 4.4763
P 1.5033 -1.3580 -3.1244
P -1.8642 -0.8514 -2.9880
N 2.8535 -0.2194 -3.2933
N 2.2537 -2.5579 -4.2633
N -1.9892 0.9344 -3.2050
N -3.4389 -1.2220 -3.6914
C 0.5227 -0.5174 -4.4600
C -0.9120 -1.0483 -4.5775
C 3.6815 0.2165 -2.2562
C 4.6929 1.0132 -2.7931
C 4.4765 1.0776 -4.2060
C 3.3413 0.3341 -4.4812
C 2.5148 -3.8720 -3.8610
C 2.9601 -4.5997 -4.9635
C 2.9610 -3.7126 -6.0879
C 2.5330 -2.4761 -5.6293
C -1.7234 1.7992 -2.1385
C -1.7135 3.1130 -2.5954
C -1.9589 3.0667 -4.0019
C -2.0690 1.7275 -4.3516
C -4.2212 -0.5171 -4.6120
C -5.3218 -1.2868 -4.9612
C -5.2026 -2.5379 -4.2649
C -4.0317 -2.4893 -3.5215
H 0.9808 -0.5907 -5.4557
H 0.5199 0.5517 -4.2118
H -1.4033 -0.5560 -5.4354
H -0.9121 -2.1229 -4.8153
H 3.4483 -0.0484 -1.2338
H 5.4842 1.5092 -2.2448
H 5.0538 1.5982 -4.9518
H 2.8190 0.2057 -5.4120
H 2.3441 -4.1638 -2.8329
H 3.2421 -5.6452 -4.9688
H 3.2235 -3.9326 -7.1118
H 2.3903 -1.5663 -6.1911
H -1.5530 1.3901 -1.1624
H -1.5247 3.9933 -1.9935
H -2.0367 3.9025 -4.6785
H -2.1979 1.2918 -5.3263
H -3.9495 0.4654 -4.9454
H -6.1096 -0.9802 -5.6306
H -5.8997 -3.3625 -4.3139
H -3.5548 -3.2209 -2.8864
Br 0.4216 1.5508 6.5592
C -0.6342 0.6368 7.8323
C -0.8365 1.1958 9.1046
C -1.1834 0.4136 10.2065
C -1.4217 -0.9444 9.9930
C -1.3446 -1.5041 8.7178
C -1.0577 -0.6947 7.6061
C -1.0211 -1.3262 6.2574
O -0.5794 -2.5549 6.2082
O -1.4556 -0.7935 5.1610
H -0.6375 2.2440 9.2529
H -1.2516 0.8638 11.1991
H -1.6341 -1.5995 10.8313
H -1.5107 -2.5748 8.5512
```

Kohn-Sham gap ... 6.36 eV
Total energy ... -5622.7201 a.u.
Highest occupied orbital energy ... -7.307 eV

Mulliken population analysis, charges in e, atoms 1 to 8:
1. Ca 1.32
2. C -0.68
3. C -0.56
4. C -0.52
5. C 0.92
6. C -0.41
7. C -0.55
8. C -0.82

[3]
The following is a quantum chemistry calculation of one molecule with the formula C7H10, from the OMol25 dataset.

Structure (XYZ):
```
17
Properties=species:S:1:pos:R:3
C 1.6849 -1.0574 0.0340
C 0.3555 -0.3489 0.1193
C -0.8550 -1.1751 -0.2037
C -1.2010 1.2331 -0.7917
C -0.9267 1.6624 0.4430
C 0.1753 0.8330 1.0770
C -0.4579 -0.0239 -1.1117
H 1.8507 -1.6769 0.9235
H 1.7022 -1.7273 -0.8339
H 2.5220 -0.3578 -0.0604
H -0.7155 -2.2075 -0.5246
H -1.7624 -1.0226 0.3581
H -1.9276 1.6601 -1.4774
H -1.4263 2.4836 0.9591
H -0.0225 0.5205 2.1101
H 1.0996 1.4291 1.0963
H -0.0954 -0.2245 -2.1168
```

Energy above the lowest of the compared OMol25 structures with the same formula, charge and spin ... 104.7 kJ/mol
SMILES ... C[C@@]12CC=C[C@@H]1C2
Kohn-Sham gap ... 9.94 eV
Total energy ... -272.6781 a.u.
Highest occupied orbital energy ... -8.783 eV

Mulliken population analysis, charges in e, atoms 1 to 8:
1. C -1.55
2. C 1.06
3. C -0.94
4. C -0.61
5. C -0.44
6. C -0.71
7. C -0.21
8. H 0.30

[4]
The following is a quantum chemistry calculation of C27H30Cl3N2PtS2SbSi2 as an isolated structure at a distorted geometry, from the OMol25 dataset.

Structure (XYZ):
```
68
Properties=species:S:1:pos:R:3
Pt 0.5964 0.5280 0.5513
S -0.1326 -1.8251 -0.1784
Sb -1.1509 -0.3788 -1.6661
C -2.9344 0.3413 -0.7008
C -4.1135 0.4815 -1.4059
C -5.2413 0.9309 -0.7374
C -5.1789 1.2255 0.6143
C -3.9905 1.0767 1.3106
C -2.8686 0.6165 0.6503
C 0.3919 0.5638 -2.8872
C 1.3411 -0.3533 -3.3109
C 2.4540 0.0813 -4.0066
C 2.6122 1.4311 -4.2761
C 1.6386 2.3342 -3.8847
C 0.5184 1.9051 -3.1882
C -1.9407 -1.7124 -3.1440
C -2.8557 -2.6634 -2.7234
C -3.3015 -3.6385 -3.5975
C -2.8181 -3.6689 -4.8956
C -1.9098 -2.7139 -5.3223
C -1.4730 -1.7331 -4.4471
H -4.1524 0.2638 -2.4663
H -6.1678 1.0616 -1.2792
H -6.0604 1.5730 1.1279
H -3.9349 1.3202 2.3588
H -1.9299 0.4907 1.1853
H 1.2052 -1.4074 -3.0938
H 3.2007 -0.6328 -4.3215
H 3.4890 1.7707 -4.8065
H 1.7502 3.3839 -4.1104
H -0.2452 2.6099 -2.8990
H -3.2131 -2.6402 -1.7006
H -4.0164 -4.3766 -3.2611
H -3.1533 -4.4374 -5.5762
H -1.5341 -2.7343 -6.3364
H -0.7653 -0.9867 -4.7859
C 3.8282 1.6905 -0.3884
Si 2.9735 0.1867 0.4636
C 3.7809 -0.1371 2.1880
C 3.4145 -1.3786 -0.5727
H 4.7698 1.3592 -0.8143
H 4.0436 2.4740 0.3274
H 3.2321 2.1249 -1.1836
H 4.8538 -0.2395 2.0570
H 3.4095 -1.0592 2.6230
H 3.6049 0.6610 2.9000
H 4.4540 -1.3147 -0.8809
H 2.8087 -1.4669 -1.4650
H 3.2767 -2.2854 0.0063
N 0.3390 -1.3208 7.6723
C 0.6721 -0.1525 7.0670
S 1.1192 1.1318 8.0505
C 0.6517 -0.0462 5.6422
C 1.0499 1.1507 5.0054
C 0.9698 1.2731 3.6470
N 0.4992 0.2944 2.8516
C 0.1624 -0.8679 3.4257
C 0.2265 -1.0814 4.7773
H 0.2626 -1.3089 8.6744
H -0.0997 -2.0730 7.1710
H 1.4065 1.9717 5.6067
H 1.2786 2.1864 3.1564
H -0.1702 -1.6507 2.7554
H -0.0681 -2.0460 5.1547
Cl 1.3862 4.2291 -0.3282
Si 0.0722 2.8100 0.4117
Cl -0.7255 3.7116 2.1179
Cl -1.5956 3.0887 -0.9065
```

Energy above the lowest of the compared OMol25 structures with the same formula, charge and spin ... 219.7 kJ/mol
Kohn-Sham gap ... 5.88 eV
Total energy ... -4272.0458 a.u.
Highest occupied orbital energy ... -7.196 eV

Mulliken population analysis, charges in e, atoms 1 to 8:
1. Pt 0.78
2. S -0.65
3. Sb 1.18
4. C 0.26
5. C -0.38
6. C -0.60
7. C -0.57
8. C -0.71

[5]
The following is a quantum chemistry calculation of a 5-piece molecular cluster, C27H54ClN2O15PS2 overall at a distorted geometry, from the OMol25 dataset.

Structure (XYZ):
```
102
Properties=species:S:1:pos:R:3
C 1.2221 -6.9806 2.3649
C -0.1968 -6.8796 1.8205
N -0.7975 -5.6466 2.3741
C -2.1876 -5.4670 2.3772
C -2.4657 -4.1118 3.1044
C -2.8678 -2.8129 2.3728
C -1.7093 -1.8298 2.1842
C -2.1048 -0.6094 1.3470
N -0.9463 0.2042 0.9630
C -1.3238 1.6365 0.9401
C -0.4440 -0.1118 -0.3325
C 0.9867 0.2814 -0.5684
O -1.1126 -0.6344 -1.1819
O -2.9443 -6.4685 3.2791
S -4.4795 -6.3683 2.9662
O -5.0270 -7.6595 2.7857
O -5.1553 -5.4602 3.8268
O -4.3076 -5.5462 1.5421
C -2.9675 -5.7571 1.0741
Cl -2.9465 -7.4974 0.5878
P -2.6207 -4.8714 -0.5690
O -3.9548 -4.0057 -0.7744
O -2.7101 -5.9502 -1.7293
S -0.9628 -3.9638 -0.6389
H 1.8031 -7.7403 1.8515
H 1.7003 -6.0039 2.2654
H 1.1808 -7.1854 3.4375
H -0.1785 -6.8084 0.7351
H -0.7682 -7.7502 2.1429
H -0.4774 -5.5868 3.3350
H -3.2196 -4.2971 3.8586
H -1.5467 -3.8661 3.6380
H -3.4233 -2.9746 1.4545
H -3.5607 -2.3165 3.0576
H -1.4896 -1.4355 3.1828
H -0.7929 -2.3040 1.8380
H -2.7428 -0.8844 0.5020
H -2.7188 0.0186 1.9982
H -0.5469 2.1993 0.4248
H -1.4064 2.0214 1.9530
H -2.2576 1.7533 0.3895
H 1.6666 -0.4148 -0.0865
H 1.1388 0.3050 -1.6469
H 1.1655 1.2852 -0.1983
H -4.6089 -4.1719 -0.0769
H -3.6289 -6.2201 -1.9254
O -3.7024 3.7131 0.6508
C -3.2346 4.2100 -0.3347
O -2.4144 5.2745 -0.1930
C -1.6426 5.8054 -1.2735
C -2.4179 6.8212 -2.0861
C -3.5922 3.7279 -1.7217
H -1.2448 5.0022 -1.8949
H -0.7898 6.2836 -0.7942
H -3.2825 6.3699 -2.5726
H -1.7800 7.2570 -2.8554
H -2.7821 7.6191 -1.4393
H -4.4749 4.2689 -2.0614
H -3.8336 2.6703 -1.6552
H -2.7971 3.8436 -2.4536
O -5.6328 -6.5217 -2.6175
C -5.8114 -5.8153 -3.5753
O -4.7346 -5.4207 -4.2755
C -4.8195 -4.7368 -5.5310
C -4.9418 -3.2385 -5.3536
C -7.1786 -5.2972 -3.9466
H -5.6264 -5.1477 -6.1388
H -3.8879 -4.9790 -6.0388
H -5.8642 -2.9687 -4.8389
H -4.9324 -2.7421 -6.3240
H -4.1097 -2.8627 -4.7589
H -7.3497 -4.3607 -3.4169
H -7.9136 -6.0255 -3.6154
H -7.3178 -5.1367 -5.0124
O 2.6094 1.5844 1.6118
C 3.4125 2.4779 1.6520
O 4.6195 2.2898 1.0938
C 5.5708 3.3549 0.9157
C 6.4340 3.5383 2.1456
C 3.1258 3.7706 2.3843
H 5.0691 4.2713 0.6155
H 6.1798 3.0453 0.0709
H 5.8410 3.8392 3.0105
H 7.1903 4.2974 1.9621
H 6.9274 2.5994 2.3978
H 3.4318 3.6564 3.4235
H 2.0528 3.9411 2.3542
H 3.6198 4.6407 1.9596
O 7.0951 5.6075 -0.1478
C 7.8855 6.5125 -0.1834
O 9.0585 6.3121 -0.8086
C 9.9872 7.3673 -1.0836
C 10.9300 7.6145 0.0748
C 7.6323 7.8230 0.5241
H 9.4614 8.2736 -1.3857
H 10.5442 7.0226 -1.9527
H 10.3964 7.9543 0.9625
H 11.6666 8.3718 -0.1932
H 11.4525 6.6946 0.3356
H 8.0034 7.7442 1.5456
H 6.5585 7.9852 0.5544
H 8.0894 8.6839 0.0436
```

SMILES ... CCN[C@]1(CCCCN(C)C(C)=O)OS(=O)(=O)O[C@@]1(Cl)P(O)(O)=S.CCOC(C)=O.CCOC(C)=O.CCOC(C)=O.CCOC(C)=O
Kohn-Sham gap ... 8.92 eV
Total energy ... -3897.2761 a.u.
Highest occupied orbital energy ... -8.506 eV

Mulliken population analysis, charges in e, atoms 1 to 8:
1. C -1.46
2. C -0.24
3. N 0.11
4. C 0.68
5. C -1.55
6. C -0.33
7. C -0.53
8. C -1.11

The LUMO level results, record by record, are as follows: -1.059 -0.945 1.157 -1.317 0.412 eV.